Computed, not measured: a 3-piece molecular cluster, C4H16N2O2 overall in a non-equilibrium geometry, with the ωB97M-V functional and the def2-TZVPD basis.

Properties
F_max: 1.9 eV Å⁻¹
orbital gap: 0.4419 Ha
relative energy (zero: lowest compared OMol25 entry of this formula, charge and spin): 15.97 kcal/mol
DFT total energy: -11466.665 eV
E_LUMO: -6.24 eV

```
! RIJCOSX wB97M-V def2-TZVPD def2/J DEFGRID3
* xyz 2 1
C 0.4700 -0.1820 0.7537
C -1.0419 -0.3343 0.7627
C -1.7856 0.6427 -0.1149
C -1.8883 1.9369 0.0918
N -2.3570 0.1069 -1.3939
N 1.1593 -1.2206 1.5601
H 0.9381 -0.1460 -0.2308
H 0.7520 0.7647 1.1934
H -1.3693 -1.3637 0.5752
H -1.3819 -0.1627 1.7828
H -2.3233 2.6124 -0.6378
H -1.6496 2.4562 1.0108
H -3.3034 -0.2031 -1.1803
H -1.8100 -0.6503 -1.8073
H -2.3405 0.8243 -2.1250
H 2.1981 -1.1116 1.5304
H 0.9395 -1.0895 2.5502
H 0.9453 -2.2221 1.4487
H 4.3536 -0.5645 1.6272
H 4.2396 -0.1159 0.1707
O 3.6985 -0.3013 0.9591
H 0.5215 0.8854 -2.7906
H 0.8512 -0.5519 -3.0890
O 0.1842 -0.0101 -2.6472
*
```

Mulliken population analysis, charges in e, atoms 1 to 8: -0.52 -0.80 0.34 -0.96 -0.22 -0.25 0.35 0.36



Computed, not measured: a 2-piece molecular cluster, C4H16N6 overall in a non-equilibrium geometry, with the ωB97M-V functional and the def2-TZVPD basis.

Properties
F_max: 8.8 eV Å⁻¹
orbital gap: 0.4126 Ha
relative energy (zero: lowest compared OMol25 entry of this formula, charge and spin): 65.84 kcal/mol
DFT total energy: -13332.002 eV
E_LUMO: -6.08 eV

```
! RIJCOSX wB97M-V def2-TZVPD def2/J DEFGRID3
* xyz 2 1
C 1.3668 -0.6699 2.8915
C 2.0938 0.9446 1.2808
N 1.3694 0.7563 2.4405
N 3.3071 0.3786 1.1998
N 1.7190 1.9815 0.4542
H 0.6651 1.3362 2.7572
H 3.5737 -0.5446 1.7277
H 3.6728 0.5863 0.3392
H 1.0701 2.7296 0.7247
H 2.4337 2.3566 -0.1005
H 0.4703 -0.8600 3.5372
H 2.3261 -0.6346 3.3946
H 1.4030 -1.4047 2.0377
C -2.0927 1.0289 -2.4704
C -2.0386 -1.1139 -1.3168
N -2.7836 -0.0131 -1.7474
N -0.8467 -1.3120 -1.9846
N -2.4695 -2.1311 -0.4816
H -3.6641 0.1034 -1.5565
H -0.2121 -0.6024 -2.3949
H -0.6268 -2.1982 -2.2575
H -3.2733 -1.9878 0.1980
H -1.7432 -2.9837 -0.4688
H -2.7288 1.8652 -2.6724
H -1.7533 0.9234 -3.5403
H -1.2381 1.4654 -1.9915
*
```

Mulliken population analysis, charges in e, atoms 1 to 8: -1.04 0.67 -0.15 -0.36 -0.44 0.23 0.31 0.22



Computed, not measured: a 3-piece molecular cluster, C4H16NO2S overall in a non-equilibrium geometry, with the ωB97M-V functional and the def2-TZVPD basis.

Properties
F_max: 2.2 eV Å⁻¹
orbital gap: 0.3465 Ha
relative energy (zero: lowest compared OMol25 entry of this formula, charge and spin): 17.11 kcal/mol
DFT total energy: -20821.501 eV
E_LUMO: -3.00 eV

```
! RIJCOSX wB97M-V def2-TZVPD def2/J DEFGRID3
* xyz 1 1
C 2.2850 -0.4348 0.1734
C 1.0621 0.3715 -0.1858
C 0.4850 0.2402 -1.6117
C -0.7449 -0.6714 -1.8528
S -2.2406 0.2546 -2.3017
N -0.0070 0.2615 0.8385
H 2.3189 -1.3890 -0.3617
H 2.5187 -0.5140 1.2209
H 3.1292 -0.0307 -0.3978
H 1.3472 1.3789 -0.3011
H 0.3032 1.2015 -2.0821
H 1.2570 -0.2437 -2.1887
H -0.8841 -1.3029 -0.9708
H -0.5837 -1.3804 -2.6508
H -2.9930 -0.0170 -1.2358
H -0.7258 0.9691 0.6997
H 0.4291 0.4515 1.7443
H -0.4096 -0.6753 1.0237
H -2.2233 -2.5200 1.0606
H -0.8281 -2.8388 1.6671
O -1.4681 -2.1378 1.5134
H -0.0875 3.5284 1.9557
H -1.4348 2.8391 2.2269
O -0.5049 2.6596 2.0166
*
```

Mulliken population analysis, charges in e, atoms 1 to 8: -1.47 0.47 -0.92 -0.51 -0.14 -0.13 0.38 0.37



Computed, not measured: a 4-piece molecular cluster, C4H16NO3 overall in a non-equilibrium geometry, with the ωB97M-V functional and the def2-TZVPD basis.

Properties
F_max: 4.5 eV Å⁻¹
orbital gap: 0.1698 Ha
relative energy (zero: lowest compared OMol25 entry of this formula, charge and spin): 193.89 kcal/mol
DFT total energy: -12026.225 eV
E_LUMO: -9.64 eV

```
! RIJCOSX wB97M-V def2-TZVPD def2/J DEFGRID3
* xyz 1 1
C -0.3833 -1.4165 -0.1475
C -0.3323 0.0867 -0.2590
C -1.7576 0.7325 -0.2960
C -2.7672 -0.0196 0.5816
O -1.7053 2.1068 0.0483
N 0.2890 0.6480 0.9368
H -0.9796 -1.9962 -0.8448
H -0.7180 -1.7545 0.8344
H 0.6842 -1.6967 -0.1224
H 0.2054 0.3447 -1.1735
H -2.1263 0.6860 -1.3301
H -3.5044 0.7534 0.8352
H -2.4129 -0.2209 1.5863
H -3.3053 -0.8201 0.0900
H -1.9875 2.5976 -0.7364
H 2.7275 0.6396 -0.0957
H 0.5174 1.6287 0.7287
H 1.1699 0.2662 1.3179
H 2.0326 -0.1991 -1.7837
H 2.4622 -1.5264 -2.5526
O 1.8169 -0.8020 -2.5184
H 3.8790 0.4157 2.0113
H 3.0718 -0.2760 0.9659
O 3.1238 -0.1780 1.9234
*
```

Mulliken population analysis, charges in e, atoms 1 to 8: -1.37 0.42 0.05 -1.47 -0.57 -0.25 0.39 0.48



Computed, not measured: a 3-piece molecular cluster, C4H16NO3 overall in a non-equilibrium geometry, with the ωB97M-V functional and the def2-TZVPD basis.

Properties
F_max: 1.6 eV Å⁻¹
orbital gap: 0.3933 Ha
relative energy (zero: lowest compared OMol25 entry of this formula, charge and spin): 13.43 kcal/mol
DFT total energy: -12034.051 eV
E_LUMO: -2.98 eV

```
! RIJCOSX wB97M-V def2-TZVPD def2/J DEFGRID3
* xyz 1 1
C -0.6264 1.9043 1.2746
C -0.7716 0.9845 0.0694
C -1.6687 -0.1941 0.3295
C -1.9132 -1.1556 -0.8762
O -0.9140 -0.9165 -1.8757
N 0.6173 0.5306 -0.3128
H 0.2748 2.5302 1.2746
H -0.6922 1.3973 2.2361
H -1.4161 2.6576 1.2935
H -1.1289 1.5752 -0.7464
H -1.4551 -0.7890 1.2159
H -2.6493 0.2480 0.5364
H -1.8495 -2.1897 -0.5523
H -2.9230 -1.0003 -1.2709
H -1.1237 -1.4037 -2.6799
H 0.5363 -0.1393 -1.0878
H 1.1589 1.3185 -0.7002
H 1.1672 0.2178 0.4836
H 2.1254 2.8393 -2.4655
H 2.7721 3.1680 -1.1111
O 2.0512 2.6677 -1.5123
H 2.2833 -4.2255 2.2923
H 3.5364 -4.8943 2.0149
O 2.6087 -5.1309 2.1703
*
```

Mulliken population analysis, charges in e, atoms 1 to 8: -1.46 0.49 -0.94 -0.39 -0.57 -0.21 0.39 0.37



Computed, not measured: a 4-piece molecular cluster, C4H16NO3 overall in a non-equilibrium geometry, with the ωB97M-V functional and the def2-TZVPD basis.

Properties
F_max: 5.3 eV Å⁻¹
orbital gap: 0.3583 Ha
relative energy (zero: lowest compared OMol25 entry of this formula, charge and spin): 70.78 kcal/mol
DFT total energy: -12031.563 eV
E_LUMO: -3.15 eV

```
! RIJCOSX wB97M-V def2-TZVPD def2/J DEFGRID3
* xyz 1 1
C -0.1396 0.1086 -1.3842
C 1.2803 0.8861 -0.9534
C 2.3400 0.4127 -1.7599
C 2.9956 -0.7885 -1.6275
N -1.2778 0.7615 -0.7694
H -0.2533 0.0694 -2.4715
H -0.1435 -1.0276 -1.3554
H 0.9888 2.0280 -1.1231
H 1.5048 0.7548 0.1364
H 2.6627 1.1216 -2.5230
H 3.8753 -1.1330 -2.1823
H 2.5594 -1.6011 -1.0288
H -1.2334 1.6069 -1.3622
H -2.1003 0.1377 -1.0664
H -1.2871 1.0025 0.2260
H -0.3432 3.5974 2.1147
H 0.7206 2.3856 1.8505
O 0.0049 2.8719 1.5321
H -1.0874 -3.0361 3.8271
H -1.3302 -1.5733 4.0881
O -1.7501 -2.3313 3.8310
H -2.7993 -1.8301 1.3956
H -2.4396 -2.6711 0.2658
O -2.7478 -1.7527 0.3397
*
```

Mulliken population analysis, charges in e, atoms 1 to 8: -0.82 -0.29 -0.25 -0.75 -0.15 0.39 0.37 0.44



Computed, not measured: a 6-piece molecular cluster, C4H16NO8 overall in a non-equilibrium geometry, with the ωB97M-V functional and the def2-TZVPD basis.

Properties
F_max: 1.4 eV Å⁻¹
orbital gap: 0.3516 Ha
relative energy (zero: lowest compared OMol25 entry of this formula, charge and spin): 3.33 kcal/mol
DFT total energy: -22281.620 eV
E_LUMO: 3.00 eV

```
! RIJCOSX wB97M-V def2-TZVPD def2/J DEFGRID3
* xyz -1 1
O -0.6243 -1.2198 -2.9266
C -0.0134 -0.5532 -2.1123
N 0.9738 -1.0884 -1.3370
C 1.5225 -0.6610 -0.0336
O 0.8364 0.2028 0.5743
O 2.5471 -1.2383 0.3001
C -0.2476 0.9388 -2.0345
C -1.7221 1.3562 -2.0702
H 1.1455 -2.0659 -1.5339
H 0.1868 1.4309 -1.1746
H 0.3326 1.3565 -2.8641
H -2.3299 0.4589 -2.1499
H -1.8691 2.1931 -2.7379
H -2.0945 1.7925 -1.1328
H 3.1816 0.6800 1.2762
H 2.2393 1.6713 0.7174
O 3.0152 1.6368 1.3057
H 1.7228 2.1547 2.3573
H 0.2397 1.9180 2.3700
O 0.9152 2.5037 2.7241
H -0.0248 -0.1275 3.5153
H -1.3286 -0.8235 3.0970
O -0.7910 -0.5902 3.8653
H -3.6435 -1.8998 -1.1741
H -3.2543 -0.4580 -0.6149
O -3.7795 -0.9557 -1.2432
H -1.6504 -1.7492 0.6494
H -0.7396 -0.5380 0.6989
O -1.5573 -0.9126 1.1192
*
```

Mulliken population analysis, charges in e, atoms 1 to 8: -0.66 0.13 -0.10 0.63 -0.84 -0.72 0.33 -1.34



Computed, not measured: C4H16O10V as an isolated structure in a non-equilibrium geometry, with the ωB97M-V functional and the def2-TZVPD basis.

Properties
F_max: 5.0 eV Å⁻¹
orbital gap: 0.1287 Ha
relative energy (zero: lowest compared OMol25 entry of this formula, charge and spin): 180.18 kcal/mol
DFT total energy: -50565.222 eV
E_LUMO: 0.87 eV

```
! RIJCOSX wB97M-V def2-TZVPD def2/J DEFGRID3
* xyz -1 1
O -16.1420 -15.8824 12.9826
V -15.1537 -16.3227 14.1172
O -15.8895 -17.3167 15.1464
C -12.1948 -14.5055 16.7083
O -13.2247 -13.9329 16.3037
O -11.7837 -14.2818 17.8456
O -12.0412 -15.6546 16.3019
O -13.1683 -18.8921 19.4254
H -13.7577 -19.1714 20.1260
H -13.3350 -19.5079 18.7118
O -17.3487 -22.0922 15.5349
H -18.2365 -22.4497 15.5490
H -17.4688 -21.1477 15.6332
O -14.4069 -19.5853 12.0826
H -14.5808 -20.4987 12.3097
H -14.3807 -19.5766 11.1258
O -12.4526 -14.6968 11.7745
H -11.5227 -14.5343 11.6160
H -12.8874 -14.4026 10.9741
C -17.8880 -7.8935 10.0616
C -16.9084 -8.4181 11.1166
C -17.5619 -9.6286 11.8173
O -15.6191 -8.8521 10.6340
H -17.4820 -6.9971 9.5928
H -18.8816 -7.6959 10.4637
H -17.9691 -8.6064 9.2411
H -16.7779 -7.6756 11.9039
H -17.5536 -10.5389 11.2178
H -18.5804 -9.4277 12.1493
H -16.9321 -9.8561 12.6775
H -15.3728 -8.0651 10.1425
*
```

Mulliken population analysis, charges in e, atoms 1 to 8: -0.83 1.60 -0.80 0.78 -0.58 -0.61 -0.58 -0.61



Computed, not measured: a 4-piece molecular cluster, C4H16O3S overall in a non-equilibrium geometry, with the ωB97M-V functional and the def2-TZVPD basis.

Properties
F_max: 10.6 eV Å⁻¹
orbital gap: 0.3129 Ha
relative energy (zero: lowest compared OMol25 entry of this formula, charge and spin): 76.12 kcal/mol
DFT total energy: -21382.193 eV
E_LUMO: 0.25 eV

```
! RIJCOSX wB97M-V def2-TZVPD def2/J DEFGRID3
* xyz 0 1
C 0.4608 1.0947 -1.4797
C 0.8625 -0.3366 -1.2381
C 0.8927 -0.5436 0.2241
S 1.9608 -2.0454 0.5135
C 1.1908 -2.7582 1.9895
H -0.5895 1.1226 -1.2927
H 0.9566 1.8699 -0.8450
H 0.6349 1.4406 -2.4969
H 1.8814 -0.3287 -1.7514
H 0.2308 -1.0628 -1.7097
H -0.1349 -0.5228 0.6009
H 1.3067 0.1742 0.8779
H 0.2398 -2.1313 1.9633
H 1.1692 -3.6775 2.0079
H 1.6460 -2.6237 3.0172
O -2.2806 3.3906 -1.1988
H -2.4355 2.6447 -0.7963
H -1.5919 4.0577 -0.9719
O -1.9295 -1.6413 -0.0633
H -2.1420 -1.3947 -1.0761
H -2.2429 -2.5547 -0.2131
O 0.2417 2.1504 1.4542
H -0.2685 2.3340 0.6172
H -0.0594 1.3418 1.8674
*
```

Mulliken population analysis, charges in e, atoms 1 to 8: -1.02 -0.66 -0.68 -0.13 -0.80 0.10 0.34 0.36



Computed, not measured: a 4-piece molecular cluster, C4H16O4 overall in a non-equilibrium geometry, with the ωB97M-V functional and the def2-TZVPD basis.

Properties
F_max: 2.0 eV Å⁻¹
orbital gap: 0.3786 Ha
relative energy (zero: lowest compared OMol25 entry of this formula, charge and spin): 63.99 kcal/mol
DFT total energy: -12595.062 eV
E_LUMO: 0.59 eV

```
! RIJCOSX wB97M-V def2-TZVPD def2/J DEFGRID3
* xyz 0 1
C 1.5622 0.5761 -2.0194
O 1.7947 0.8621 -0.6063
H 1.1737 1.4848 -2.4795
H 2.5120 0.3342 -2.4963
H 0.8171 -0.1707 -2.2936
H 2.4882 0.2531 -0.3422
C -2.0971 -0.8646 -1.0497
O -2.8819 -0.8485 -2.1791
H -1.4554 0.0143 -1.1118
H -2.7355 -0.8794 -0.1663
H -1.3582 -1.6636 -1.1118
H -3.2877 0.0176 -2.0961
C -0.4656 1.9762 1.7398
O 0.4584 2.7154 0.9782
H 0.0802 1.5611 2.5871
H -1.3866 2.4491 2.0809
H -0.7338 1.0831 1.1755
H 1.1105 2.1237 0.5956
C 0.7668 -1.5211 1.5773
O 0.7195 -2.5650 0.6067
H 0.9782 -0.5867 1.0573
H -0.1544 -1.3797 2.1426
H 1.5600 -1.5980 2.3210
H 0.5348 -3.3737 1.0900
*
```

Mulliken population analysis, charges in e, atoms 1 to 8: -0.73 -0.47 0.27 0.32 0.27 0.26 -0.47 -0.56



> The lowest F_max belongs to which entry?

C4H16NO8



Please write out number 4 again, unchanged.
Computed, not measured: a 4-piece molecular cluster, C4H16NO3 overall in a non-equilibrium geometry, with the ωB97M-V functional and the def2-TZVPD basis.

Properties
F_max: 4.5 eV Å⁻¹
orbital gap: 0.1698 Ha
relative energy (zero: lowest compared OMol25 entry of this formula, charge and spin): 193.89 kcal/mol
DFT total energy: -12026.225 eV
E_LUMO: -9.64 eV

```
! RIJCOSX wB97M-V def2-TZVPD def2/J DEFGRID3
* xyz 1 1
C -0.3833 -1.4165 -0.1475
C -0.3323 0.0867 -0.2590
C -1.7576 0.7325 -0.2960
C -2.7672 -0.0196 0.5816
O -1.7053 2.1068 0.0483
N 0.2890 0.6480 0.9368
H -0.9796 -1.9962 -0.8448
H -0.7180 -1.7545 0.8344
H 0.6842 -1.6967 -0.1224
H 0.2054 0.3447 -1.1735
H -2.1263 0.6860 -1.3301
H -3.5044 0.7534 0.8352
H -2.4129 -0.2209 1.5863
H -3.3053 -0.8201 0.0900
H -1.9875 2.5976 -0.7364
H 2.7275 0.6396 -0.0957
H 0.5174 1.6287 0.7287
H 1.1699 0.2662 1.3179
H 2.0326 -0.1991 -1.7837
H 2.4622 -1.5264 -2.5526
O 1.8169 -0.8020 -2.5184
H 3.8790 0.4157 2.0113
H 3.0718 -0.2760 0.9659
O 3.1238 -0.1780 1.9234
*
```

Mulliken population analysis, charges in e, atoms 1 to 8: -1.37 0.42 0.05 -1.47 -0.57 -0.25 0.39 0.48



> Which of these has the lowest orbital gap?

C4H16O10V



> What is the F_max in the fourth record?

4.5 eV Å⁻¹